{
  "formula": "C20H33O7S",
  "method": "wB97M-V/def2-TZVPD",
  "symbols": ["O", "C", "O", "C", "C", "C", "C", "C", "C", "C", "C", "C", "C", "C", "C", "C", "O", "S", "O", "O", "H", "H", "H", "H", "H", "H", "H", "H", "H", "H", "H", "H", "H", "H", "H", "H", "H", "C", "C", "C", "O", "H", "H", "H", "H", "H", "H", "H", "H", "C", "C", "C", "O", "H", "H", "H", "H", "H", "H", "H", "H"],
  "xyz": [[2.94404, -1.63350, 0.63650], [3.37879, -0.65725, -0.02836], [4.56262, -0.51046, -0.38539], [2.41014, 0.47604, -0.49676], [1.35994, 0.83716, 0.62972], [-0.12219, 0.64045, 0.18084], [-0.98902, 0.91516, 1.45604], [-2.02518, 2.04996, 1.23507], [-3.51452, 1.60399, 1.31824], [-3.77153, 0.21585, 0.72772], [-3.87864, -0.85056, 1.60354], [-4.07040, -2.12829, 1.10677], [-4.14834, -2.29121, -0.26518], [-4.04258, -1.23269, -1.12956], [-3.85204, 0.05602, -0.63997], [-0.21302, -0.82913, -0.24683], [0.26668, -1.02181, -1.60582], [1.51808, -0.09690, -1.96942], [2.44480, -0.76046, -2.83314], [1.02433, 1.08448, -2.64889], [3.00740, 1.36341, -0.70931], [1.47526, 0.15075, 1.48031], [1.44209, 1.86012, 1.02197], [-0.41099, 1.33415, -0.61331], [-0.32128, 1.25686, 2.25872], [-1.42698, -0.02834, 1.80525], [-1.86699, 2.80960, 2.01458], [-1.89785, 2.54899, 0.26634], [-3.93726, 1.63005, 2.33017], [-4.09911, 2.30768, 0.70316], [-3.79984, -0.68420, 2.67687], [-4.12352, -2.96818, 1.79566], [-4.29838, -3.30624, -0.63209], [-4.07696, -1.38496, -2.20676], [-3.74844, 0.89453, -1.32464], [0.42275, -1.46163, 0.39633], [-1.23959, -1.21917, -0.20690], [4.60928, 4.59613, 1.76858], [3.80206, 4.31457, 0.51121], [4.45254, 4.92869, -0.71761], [2.48104, 4.84054, 0.66334], [4.68027, 5.67381, 1.94849], [4.12260, 4.15755, 2.64092], [5.61825, 4.18839, 1.69025], [3.69818, 3.23785, 0.37522], [4.51759, 6.01708, -0.61638], [3.85525, 4.72482, -1.60708], [5.45697, 4.53211, -0.87338], [2.55672, 5.79263, 0.78529], [-0.05909, -5.84039, -0.92681], [-1.33243, -5.00826, -0.95175], [-1.31746, -4.01482, -2.10399], [-1.47241, -4.31060, 0.28582], [0.81652, -5.20086, -0.78860], [-0.07777, -6.54308, -0.09159], [0.06425, -6.40312, -1.85435], [-2.19986, -5.66637, -1.04411], [-0.48177, -3.31885, -2.00352], [-2.23093, -3.41713, -2.10727], [-1.23063, -4.52578, -3.06527], [-0.71144, -3.72519, 0.38114]],
  "forces_ev_per_angstrom": [[-1.0858, 0.8271, -0.2507], [1.4984, -1.3297, 0.1410], [-0.2691, 0.7415, -0.0689], [-1.5274, -0.7419, 2.1748], [-0.4813, 0.0269, -0.7284], [0.5586, -0.3554, 1.6277], [0.2820, 0.4767, -0.5537], [-0.5856, -0.3946, 0.6602], [-0.3009, -0.1687, -0.8359], [0.2769, 1.7179, 0.8473], [-0.0994, -0.4856, 0.0234], [0.1045, 0.2934, 0.3582], [-0.2784, -1.4110, 0.1543], [0.1045, 0.6240, -0.7406], [-0.0176, -0.6600, -0.1568], [-0.5101, -0.1194, 0.2925], [0.7694, 0.2025, 0.4857], [1.8855, 2.3816, -2.7334], [-0.2275, -1.6288, 0.6405], [-1.0780, 0.2113, 0.9845], [-0.2798, -0.3276, -0.9044], [0.3212, 0.0928, -0.3279], [0.3833, -0.1001, -0.3677], [0.0951, -0.3248, -0.0391], [-0.0757, -0.2339, -0.1902], [-0.1517, 0.3021, -0.0479], [-0.0722, -0.0246, -0.3267], [0.2537, -0.2241, 0.2064], [0.3397, 0.0581, -0.0841], [0.0606, -0.0219, 0.3873], [-0.0085, 0.0341, -0.1939], [-0.0285, 0.0371, -0.2917], [0.1017, 0.2586, -0.1336], [-0.0570, -0.0882, 0.1871], [-0.0098, -0.0561, 0.1893], [-0.1072, 0.3241, -0.0353], [0.1723, 0.1596, -0.3601], [-0.0159, -0.1480, 0.1610], [0.1614, 0.6011, 0.0511], [-0.0315, -0.1097, -0.1985], [-0.1797, -0.2972, 0.0227], [0.0528, 0.0135, -0.1169], [0.0185, -0.0652, -0.0450], [-0.0064, 0.0144, 0.0100], [-0.1375, 0.0263, 0.0171], [0.0663, -0.0170, 0.1139], [0.0219, -0.0828, 0.0270], [-0.0081, 0.0156, -0.0079], [0.0348, -0.0105, -0.0168], [-0.0143, -0.2020, 0.0990], [0.5711, 0.3442, -0.1397], [-0.1687, 0.0292, -0.0477], [-0.3035, -0.1684, 0.1073], [-0.0389, 0.0621, -0.1110], [-0.0540, -0.0161, -0.0336], [0.0275, 0.0230, 0.0009], [-0.0584, 0.0587, 0.1874], [0.0658, -0.0909, -0.0378], [-0.0005, -0.0567, -0.0064], [0.0284, 0.0170, 0.0041], [0.0131, -0.0135, -0.0293]],
  "nbo_charge": [-0.785, 0.744, -0.734, -0.584, -0.392, -0.263, -0.400, -0.398, -0.403, -0.008, -0.235, -0.210, -0.170, -0.225, -0.230, -0.105, -0.698, 2.357, -0.924, -0.986, 0.267, 0.231, 0.208, 0.234, 0.208, 0.211, 0.204, 0.205, 0.198, 0.203, 0.208, 0.216, 0.204, 0.213, 0.217, 0.220, 0.203, -0.627, 0.089, -0.629, -0.718, 0.186, 0.217, 0.214, 0.192, 0.185, 0.226, 0.214, 0.452, -0.632, 0.100, -0.639, -0.731, 0.220, 0.208, 0.202, 0.160, 0.231, 0.208, 0.203, 0.470],
  "lumo_ha": 0.09819,
  "charge": -1,
  "spin_multiplicity": 1
}

=====

{
  "formula": "C36H66O21S6",
  "method": "wB97M-V/def2-TZVPD",
  "symbols": ["C", "C", "C", "O", "C", "O", "O", "H", "H", "H", "H", "H", "H", "C", "C", "C", "O", "C", "O", "O", "H", "H", "H", "H", "H", "H", "C", "C", "C", "O", "C", "O", "O", "H", "H", "H", "H", "H", "H", "O", "S", "O", "C", "C", "C", "C", "H", "H", "H", "H", "H", "H", "H", "H", "O", "S", "O", "C", "C", "C", "C", "H", "H", "H", "H", "H", "H", "H", "H", "O", "S", "O", "C", "C", "C", "C", "H", "H", "H", "H", "H", "H", "H", "H", "O", "S", "O", "C", "C", "C", "C", "H", "H", "H", "H", "H", "H", "H", "H", "O", "S", "O", "C", "C", "C", "C", "H", "H", "H", "H", "H", "H", "H", "H", "O", "S", "O", "C", "C", "C", "C", "H", "H", "H", "H", "H", "H", "H", "H"],
  "xyz": [[7.29417, 17.85177, 25.92037], [7.97055, 18.68453, 24.85657], [7.57872, 18.22969, 23.50094], [7.27080, 19.47014, 22.89791], [7.17892, 20.43736, 23.80181], [6.79635, 21.59799, 23.54131], [7.52269, 20.01339, 24.98517], [7.57476, 18.19528, 26.91605], [7.72929, 16.85412, 25.86161], [6.20985, 17.78871, 25.82889], [9.06014, 18.68039, 24.88597], [6.74821, 17.52448, 23.46885], [8.47197, 17.84036, 23.01244], [13.39307, 22.07673, 24.18096], [13.74106, 22.06070, 22.66925], [12.93294, 21.28270, 21.64669], [12.42357, 22.32637, 20.83965], [12.98812, 23.54703, 21.13990], [12.80812, 24.61039, 20.53398], [13.70751, 23.41828, 22.19030], [13.64455, 21.06571, 24.50144], [12.31759, 22.23518, 24.26061], [14.01769, 22.84881, 24.63022], [14.77509, 21.72542, 22.58871], [12.07178, 20.87720, 22.17780], [13.43449, 20.47785, 21.10933], [7.26995, 25.05652, 18.74043], [6.99233, 23.69030, 18.09313], [5.51637, 23.22055, 18.14961], [5.40029, 22.74781, 16.78358], [6.29245, 23.30162, 15.98083], [6.26255, 23.21863, 14.79045], [7.24852, 23.88011, 16.74029], [6.47721, 25.69425, 18.34934], [8.22766, 25.54890, 18.57176], [7.18328, 24.94047, 19.82076], [7.59013, 22.88525, 18.52048], [4.74627, 23.96141, 18.36450], [5.35461, 22.50684, 18.95742], [4.58217, 13.17517, 16.63455], [5.64423, 14.17517, 16.33411], [7.05801, 13.83615, 16.15240], [5.06034, 15.35867, 15.04118], [5.35883, 16.78859, 15.57687], [6.02004, 16.78442, 16.94947], [5.56183, 15.47100, 17.67390], [3.97972, 15.24038, 15.12099], [5.43167, 15.08536, 14.05350], [5.96309, 17.22262, 14.78026], [4.41683, 17.32183, 15.70486], [5.75271, 17.63599, 17.57515], [7.10653, 16.84765, 16.88923], [4.52744, 15.46809, 18.01759], [6.27326, 15.14081, 18.43083], [5.04636, 24.19194, 6.06652], [3.85839, 24.41210, 6.87440], [2.94651, 23.35639, 7.31254], [4.25763, 25.54797, 8.35617], [3.43201, 26.81650, 8.17045], [2.30186, 26.51801, 7.21522], [2.95328, 25.74339, 6.03664], [5.30147, 25.86056, 8.32768], [4.12073, 25.04842, 9.31524], [3.09242, 27.05672, 9.17796], [4.00387, 27.65881, 7.78112], [1.94676, 27.45237, 6.78054], [1.55114, 26.03042, 7.83713], [3.65815, 26.31866, 5.43638], [2.29573, 25.21952, 5.34289], [0.74700, 16.09028, 21.22916], [-0.05911, 17.25056, 21.57254], [-1.29150, 17.11984, 22.37249], [1.10640, 18.35490, 22.49252], [1.53399, 19.37889, 21.40011], [0.23581, 19.75417, 20.64030], [-0.30828, 18.34794, 20.15165], [1.86764, 17.78260, 23.02269], [0.51009, 18.82150, 23.27661], [2.12701, 20.17580, 21.84884], [2.11510, 18.83941, 20.65220], [0.47835, 20.43656, 19.82566], [-0.48339, 20.27559, 21.27194], [0.40717, 17.93184, 19.44236], [-1.33559, 18.11999, 19.86743], [3.73184, 28.45951, 20.64545], [3.82267, 29.80879, 21.21852], [2.68621, 30.74370, 21.41969], [4.96928, 29.94392, 22.61296], [6.04546, 31.00429, 22.25826], [5.71923, 31.69319, 20.97194], [4.96844, 30.72829, 20.00258], [5.53298, 29.01112, 22.62808], [4.33020, 30.06890, 23.48707], [6.11289, 31.73205, 23.06691], [6.99171, 30.47089, 22.16764], [6.60702, 32.04357, 20.44548], [5.09163, 32.55816, 21.18651], [5.76720, 30.04151, 19.72256], [4.41081, 31.06464, 19.12851], [14.95430, 19.58324, 13.32616], [13.82260, 20.12051, 12.57349], [13.94205, 20.21847, 11.12248], [12.34948, 19.01640, 13.02838], [11.34114, 20.05976, 13.68101], [12.25165, 21.07569, 14.43956], [13.24304, 21.62967, 13.44244], [12.72110, 18.23437, 13.69052], [12.04606, 18.42396, 12.16522], [10.69951, 20.61032, 12.99306], [10.64325, 19.48555, 14.29037], [12.79653, 20.62907, 15.27127], [11.55199, 21.78723, 14.87806], [14.12415, 22.09128, 13.88815], [12.86411, 22.26087, 12.63863], [6.82960, 28.29415, 14.02632], [8.20961, 28.77456, 13.97107], [8.90518, 29.19431, 15.20950], [9.37179, 27.67090, 13.03665], [10.09730, 28.59599, 11.98314], [9.16223, 29.65030, 11.53208], [8.37115, 30.24575, 12.73118], [8.64799, 27.07557, 12.48007], [9.82266, 26.97787, 13.74695], [11.01741, 29.07648, 12.31575], [10.49085, 28.07356, 11.11119], [8.47195, 29.22950, 10.80097], [9.72874, 30.40332, 10.98424], [7.36574, 30.59691, 12.49893], [8.93468, 31.06876, 13.17072]],
  "forces_ev_per_angstrom": [[1.2270, -0.4100, 0.7070], [-0.1162, -1.2981, 1.8752], [0.6387, 0.2150, -0.8320], [-0.5793, 0.0154, -1.6651], [-1.8940, 4.9216, -1.6916], [1.2788, -3.7262, 0.7551], [0.2245, 0.2809, 0.8679], [-0.2402, 0.1926, 0.0173], [-0.2454, -0.2749, -0.0832], [0.1170, 0.1991, -0.1865], [0.0335, 0.0406, 0.6491], [-0.0796, 0.1796, -0.1269], [-0.3793, -0.3566, -0.3140], [-0.1767, -0.7086, -2.1474], [1.7700, 0.1828, 0.9394], [-1.4387, 0.6606, 1.4217], [-0.2020, 0.6952, -1.6209], [-1.8427, 2.2208, -2.9976], [0.2210, -3.3600, 1.4177], [1.6260, -0.1370, 2.0155], [-0.0226, 0.1574, 0.5840], [0.0842, 0.2466, 0.4622], [-0.3012, -0.2100, 0.2595], [0.2205, 0.2592, 0.0512], [-0.1375, -0.4516, -0.1894], [0.1890, 0.4454, -0.2070], [-0.7775, -0.5983, 0.5816], [-0.0630, 1.3048, 1.7164], [0.8500, 0.6003, -0.3458], [-2.0700, -0.9977, 1.3308], [0.7174, -0.2217, -0.2485], [0.2648, 0.3127, 0.4207], [0.3715, -0.1213, -1.9150], [0.0894, 0.3359, 0.2898], [0.0857, -0.5728, -0.4406], [-0.2562, 0.2205, 0.1108], [0.4013, 0.0098, -0.2582], [0.2453, 0.5542, -0.5096], [0.1825, -0.8142, -0.7193], [2.2442, 1.4099, -0.9183], [-1.0625, 0.2386, 1.3924], [-1.5286, 0.0180, -0.1128], [-0.5314, -0.3816, 1.4160], [0.1075, -0.3414, -0.8718], [0.1215, -1.0416, 0.9697], [0.9530, -0.1315, -1.3971], [0.0456, -0.4250, -0.4571], [0.0665, 0.1398, 0.2230], [-0.0220, 0.6908, 0.4397], [0.0195, 0.0264, -0.5125], [-0.3133, 0.1063, -0.2510], [0.0372, -0.4399, -0.0945], [0.1228, 0.1326, 0.0649], [-0.2649, 0.0099, 0.1066], [-0.5410, -0.6818, 0.7144], [0.2995, 1.5624, 0.6910], [1.1109, 0.9619, -0.5943], [0.8661, -0.3364, -0.6982], [0.1843, -0.1717, 0.6550], [0.3157, 0.5840, -0.9274], [-0.9222, -1.2265, 0.9338], [0.1841, -0.6310, -0.3309], [-0.3978, -0.2235, -0.3003], [-0.3127, 0.4909, -0.2037], [0.3414, -0.1782, 0.1317], [-0.5146, -0.0313, 0.3315], [-0.3812, -0.4329, -0.9262], [0.0855, 0.1355, 0.3991], [-0.3183, 0.1757, 0.1357], [-0.9149, 0.2871, -0.4197], [0.5465, 0.1249, 2.7027], [1.4415, 0.0620, -1.5308], [-0.9004, 0.4313, -0.5682], [-0.6397, -1.0635, 0.5405], [-0.1736, -0.6192, 0.0775], [0.8262, 0.0136, 0.7630], [0.1053, -0.1851, -0.6149], [-0.1284, 0.2502, -0.1454], [-0.2454, 0.1983, -0.3123], [0.5537, 0.1056, 0.1583], [-0.1724, -0.2812, -0.2390], [-0.0516, -0.1769, 0.1163], [-0.2470, 0.0976, -0.3249], [0.0155, 0.7784, -0.2033], [-0.7120, 1.0773, 1.5593], [0.7040, 1.9240, -3.4224], [1.4276, -2.1323, 0.2227], [0.1470, -0.6958, -0.4519], [-0.3574, -0.4741, 0.8360], [-1.2848, 1.0106, -1.8790], [0.4986, -0.6845, 2.4525], [-0.6664, -0.3151, 0.3261], [0.3897, 0.2076, 0.0848], [0.2194, -0.0590, -0.0509], [0.0293, 0.1128, 0.1458], [0.0801, 0.1412, 0.2370], [-0.0193, 0.1111, -0.1143], [-0.4764, -0.5469, -0.3698], [0.0318, 0.2949, 0.4065], [-0.6091, 0.6993, -0.4625], [0.2005, -2.3247, 0.1196], [-0.3215, 0.5863, 1.3312], [0.0170, 1.5556, -0.4004], [1.3252, -1.4596, -0.0423], [-1.4056, -0.3740, 0.0622], [0.4194, -0.3717, -0.8477], [0.1097, 0.5899, 0.5983], [-0.2617, 0.7202, -0.3756], [0.3697, -0.1346, -0.4693], [0.1679, 0.2549, 0.4596], [-0.0438, -0.2564, -0.0882], [0.4230, 0.5188, -0.0673], [-0.0406, -0.1106, -0.0663], [-0.3647, 0.1174, 0.2574], [1.5968, 0.2503, -0.2546], [1.2642, 2.0587, 0.5989], [-1.1893, -0.7861, -1.5945], [-1.4165, 0.6442, -0.9711], [1.3622, -1.1537, 1.2271], [-1.6135, 0.8820, -0.2606], [0.2446, -1.1821, -0.0207], [0.0232, -0.2161, -0.2066], [0.6044, 0.5617, -0.1011], [-0.0921, -0.0774, 0.9083], [-0.4488, -0.6265, 0.0667], [-0.2487, -0.0332, 0.0475], [-0.1351, 0.2441, 0.1583], [0.0668, -0.2238, -0.0593], [-0.0409, -0.3480, 0.4878]],
  "lowdin_charge": [-0.016, -0.346, -0.103, 0.083, -0.563, 0.096, 0.125, 0.089, 0.092, 0.099, 0.160, 0.141, 0.140, -0.002, -0.293, -0.099, 0.052, -0.552, 0.114, 0.109, 0.084, 0.088, 0.091, 0.146, 0.126, 0.136, -0.010, -0.332, -0.054, 0.069, -0.578, 0.158, 0.079, 0.089, 0.087, 0.084, 0.151, 0.130, 0.129, -0.368, 0.729, -0.347, -0.203, -0.216, -0.218, -0.199, 0.092, 0.103, 0.111, 0.111, 0.105, 0.108, 0.098, 0.095, -0.352, 0.712, -0.334, -0.190, -0.255, -0.222, -0.220, 0.092, 0.098, 0.115, 0.114, 0.111, 0.122, 0.106, 0.101, -0.346, 0.695, -0.350, -0.213, -0.216, -0.188, -0.203, 0.097, 0.093, 0.114, 0.105, 0.108, 0.112, 0.093, 0.101, -0.365, 0.735, -0.355, -0.215, -0.221, -0.250, -0.176, 0.097, 0.102, 0.116, 0.114, 0.112, 0.111, 0.093, 0.101, -0.359, 0.706, -0.344, -0.179, -0.192, -0.234, -0.224, 0.089, 0.088, 0.110, 0.102, 0.117, 0.113, 0.105, 0.102, -0.348, 0.730, -0.376, -0.180, -0.233, -0.258, -0.164, 0.090, 0.101, 0.114, 0.114, 0.113, 0.116, 0.088, 0.093],
  "e_above_lowest_kj_mol": 393.8,
  "lumo_ha": -0.01280,
  "spin_multiplicity": 1
}